This record from OMol25 describes 8 unconnected molecules or ions with the total composition C41H74BI2O9S. The level of theory is wB97M-V/def2-TZVPD.

XYZ file:
```
128
Properties=species:S:1:pos:R:3:forces:R:3
C -5.609 -1.912 7.743 0.002 -0.043 -0.188
C -4.378 -1.507 6.974 0.263 -0.042 0.029
C -3.244 -2.324 6.976 -0.021 0.114 -0.139
C -2.116 -1.984 6.242 -0.256 0.141 0.030
C -2.084 -0.810 5.484 0.072 0.048 -0.019
C -0.874 -0.483 4.644 -0.077 -0.131 0.031
C -0.870 -1.243 3.313 -0.236 -0.179 0.084
O -1.054 -0.429 2.192 -0.103 -0.096 -0.185
B -0.930 -1.451 1.106 -0.041 0.368 0.082
C -0.618 -0.698 -0.325 -0.071 -0.402 -0.132
I 0.738 -1.915 -1.503 0.133 0.181 -0.121
C -1.914 -0.456 -1.069 0.075 -0.003 0.285
C -2.570 -1.634 -1.758 -0.183 0.007 -0.100
I -1.722 1.171 -2.506 0.002 0.043 -0.164
O 0.183 -2.334 1.590 -0.140 -0.172 0.202
C 0.363 -2.069 2.936 0.033 0.119 -0.341
S 1.904 -1.078 3.212 0.167 0.069 0.155
C -3.205 0.012 5.493 -0.107 -0.213 0.139
C -4.336 -0.333 6.231 -0.008 -0.041 -0.023
H -6.105 -2.749 7.244 -0.015 -0.019 0.051
H -5.356 -2.235 8.754 -0.035 0.027 0.033
H -6.330 -1.096 7.798 0.035 0.036 0.053
H -3.251 -3.246 7.549 0.001 0.005 0.019
H -1.252 -2.639 6.247 0.020 0.011 0.001
H 0.022 -0.744 5.212 0.052 0.132 -0.035
H -0.854 0.582 4.414 0.121 0.018 0.024
H -1.683 -1.993 3.325 0.002 0.023 0.160
H -2.009 -2.063 1.035 0.156 -0.157 -0.088
H -0.069 0.231 -0.195 0.045 -0.040 0.137
H -2.601 -0.047 -0.327 0.019 0.153 -0.071
H -2.061 -1.897 -2.684 0.069 -0.033 0.058
H -2.563 -2.492 -1.084 0.066 0.020 0.025
H -3.607 -1.395 -1.997 0.012 0.013 -0.023
H 0.455 -2.981 3.531 0.043 -0.035 -0.041
H 2.727 -2.043 2.785 0.009 -0.023 -0.023
H -3.202 0.921 4.904 0.011 0.015 0.004
H -5.212 0.306 6.217 0.023 0.057 -0.061
C 4.869 -2.584 -0.498 -0.015 -0.046 0.067
C 5.426 -1.273 0.055 -0.035 0.029 -0.055
C 6.786 -1.204 -0.624 0.032 0.030 0.030
O 6.626 -1.841 -1.897 0.044 -0.083 -0.007
C 5.384 -2.552 -1.928 -0.067 0.104 -0.006
H 3.784 -2.646 -0.451 -0.038 0.015 0.033
H 5.292 -3.434 0.044 0.011 -0.004 -0.018
H 4.804 -0.436 -0.267 0.004 0.004 0.002
H 5.494 -1.250 1.142 -0.003 -0.016 0.003
H 7.550 -1.741 -0.048 -0.031 -0.036 0.003
H 7.122 -0.182 -0.795 -0.005 -0.003 0.000
H 4.685 -2.009 -2.575 -0.022 -0.040 -0.008
H 5.551 -3.542 -2.355 0.033 0.001 0.009
C 9.973 -0.082 -4.462 0.010 -0.038 0.004
C 9.071 -0.720 -3.406 0.021 0.118 -0.066
C 10.095 -1.302 -2.444 -0.014 -0.025 -0.011
O 11.238 -0.438 -2.501 0.020 -0.007 -0.001
C 11.114 0.454 -3.607 -0.029 0.019 0.016
H 9.482 0.699 -5.043 -0.006 0.005 0.008
H 10.342 -0.842 -5.155 0.007 0.005 -0.002
H 8.472 0.044 -2.905 -0.024 -0.021 0.003
H 8.389 -1.471 -3.794 -0.009 0.001 0.016
H 10.398 -2.309 -2.749 -0.011 -0.005 0.003
H 9.737 -1.345 -1.416 0.009 0.008 0.004
H 10.886 1.459 -3.233 -0.005 0.007 -0.018
H 12.068 0.492 -4.136 0.009 0.000 0.014
C -3.886 3.705 -4.634 0.038 -0.005 -0.025
C -4.827 4.903 -4.536 0.001 0.009 0.034
C -6.144 4.293 -5.001 0.013 -0.005 -0.004
O -6.116 2.927 -4.601 -0.001 -0.026 -0.019
C -4.791 2.567 -4.181 -0.024 0.083 0.030
H -2.995 3.795 -4.013 -0.011 0.000 0.017
H -3.570 3.554 -5.669 -0.002 -0.006 0.001
H -4.906 5.234 -3.498 -0.003 -0.008 0.002
H -4.520 5.754 -5.145 0.003 -0.006 -0.007
H -6.238 4.348 -6.093 0.001 0.019 0.000
H -7.018 4.773 -4.557 -0.008 -0.006 -0.004
H -4.770 2.465 -3.093 -0.004 -0.019 0.003
H -4.525 1.607 -4.620 -0.034 -0.011 -0.002
C -0.170 5.154 -0.304 -0.007 0.010 -0.041
C -1.153 6.321 -0.245 0.009 0.008 0.023
C -2.450 5.644 -0.674 0.019 -0.029 -0.029
O -2.368 4.297 -0.224 -0.015 0.011 0.014
C -1.031 3.999 0.191 0.038 0.021 0.048
H 0.723 5.299 0.302 -0.006 0.008 0.009
H 0.140 4.976 -1.336 0.000 -0.015 0.003
H -1.240 6.690 0.780 -0.008 -0.005 0.001
H -0.883 7.159 -0.888 0.004 -0.007 -0.009
H -2.553 5.652 -1.767 0.004 0.024 -0.002
H -3.339 6.108 -0.242 -0.010 -0.007 -0.006
H -1.007 3.922 1.283 0.016 -0.003 -0.002
H -0.731 3.041 -0.232 -0.081 -0.023 0.016
C 6.348 3.055 -3.973 0.021 -0.014 -0.018
C 5.194 2.136 -4.370 -0.024 0.026 0.027
C 5.429 0.937 -3.460 0.004 -0.034 -0.042
O 6.024 1.459 -2.269 0.064 -0.004 0.083
C 6.429 2.810 -2.471 -0.039 -0.001 -0.058
H 6.180 4.103 -4.219 -0.012 -0.001 -0.002
H 7.271 2.733 -4.460 0.005 -0.004 0.009
H 4.238 2.609 -4.136 -0.004 -0.009 0.002
H 5.191 1.865 -5.425 0.015 0.003 -0.002
H 6.117 0.215 -3.911 -0.015 -0.003 0.000
H 4.510 0.415 -3.191 0.002 0.009 0.020
H 5.751 3.473 -1.923 0.005 0.017 -0.013
H 7.436 2.940 -2.069 -0.001 -0.010 0.014
C -0.389 -5.834 -1.489 0.021 -0.022 -0.028
C -1.560 -6.694 -1.959 -0.032 0.016 0.037
C -1.395 -7.935 -1.090 0.023 0.010 0.000
O -0.824 -7.494 0.138 0.012 -0.010 0.009
C -0.363 -6.139 0.001 -0.047 0.029 -0.009
H -0.509 -4.772 -1.690 -0.007 0.017 0.002
H 0.537 -6.169 -1.963 0.004 0.001 0.010
H -2.505 -6.196 -1.732 0.000 -0.001 0.003
H -1.540 -6.920 -3.025 0.012 -0.003 0.001
H -0.718 -8.658 -1.563 -0.013 -0.003 -0.016
H -2.340 -8.440 -0.877 0.004 -0.008 0.007
H -1.033 -5.473 0.552 0.013 0.018 0.000
H 0.631 -6.059 0.439 -0.003 -0.013 0.012
C -8.980 1.200 3.469 -0.006 -0.033 0.009
C -9.727 1.420 4.783 -0.001 0.023 -0.009
C -8.682 0.984 5.803 -0.009 -0.031 -0.040
O -7.415 1.297 5.231 0.034 0.023 0.082
C -7.565 1.619 3.847 0.005 0.005 -0.025
H -9.378 1.776 2.635 -0.006 0.009 0.008
H -9.001 0.143 3.196 0.008 0.000 -0.001
H -9.964 2.479 4.911 0.007 0.001 0.004
H -10.653 0.851 4.862 0.003 -0.009 -0.008
H -8.736 -0.096 5.984 -0.017 0.000 0.006
H -8.773 1.499 6.761 0.010 0.003 0.001
H -7.423 2.697 3.715 -0.006 -0.002 -0.014
H -6.795 1.098 3.280 0.013 -0.002 0.017
```
Positions in Å, forces in eV/Å.

Values from the calculation:
multiplicity	1
F_max	0.4	eV/Å
M	1007.721	g mol⁻¹
DFT total energy	-3302.25947	hartree
charge	-1